159
Properties=species:S:1:pos:R:3:forces:R:3 method="wB97M-V/def2-TZVPD" total_charge=-1 multiplicity=1 relative_energy_kj_mol=10.3
C -10.590 -2.633 -1.587 -0.1 0.3 0.0
C -10.369 -1.276 -0.931 0.1 -0.3 0.1
C -9.417 -1.371 0.258 -0.2 0.4 -0.2
C -9.198 -0.016 0.926 0.4 -0.4 0.2
C -8.174 -0.109 2.061 -0.5 0.3 0.0
O -6.897 -0.510 1.617 0.3 -0.1 -0.1
C -6.088 0.378 0.979 0.2 0.1 -0.1
C -4.868 -0.137 0.528 -0.3 -0.1 0.1
C -3.963 0.668 -0.122 -0.1 0.2 0.0
C -4.250 2.021 -0.339 -0.5 0.1 0.2
C -5.460 2.533 0.119 0.3 -0.1 -0.2
C -6.374 1.725 0.767 -0.3 -0.2 0.2
H -7.298 2.163 1.111 -0.1 0.0 0.0
H -5.682 3.578 -0.036 0.0 0.1 0.0
C -3.277 2.874 -0.986 1.2 -0.1 -0.7
C -2.072 2.577 -1.567 -0.8 0.4 0.2
C -1.536 3.840 -1.920 -1.0 -0.2 0.4
N -2.372 4.800 -1.591 0.9 0.7 -0.6
O -3.457 4.214 -1.025 -0.5 -0.7 0.4
C -0.193 4.042 -2.445 0.4 0.3 -0.2
C 0.365 3.081 -3.285 0.0 0.1 0.0
C 1.705 3.133 -3.608 0.0 0.1 0.0
C 2.512 4.133 -3.073 -0.2 0.2 -0.1
C 1.934 5.152 -2.325 0.2 -0.1 -0.2
C 0.586 5.114 -2.019 -0.2 -0.1 0.0
H 0.146 5.881 -1.402 0.0 0.0 0.1
H 2.548 5.961 -1.956 0.1 0.1 0.1
C 4.003 4.079 -3.206 0.0 0.0 0.0
O 4.663 4.893 -3.821 0.0 0.2 -0.1
N 4.592 3.064 -2.524 0.3 -0.2 0.1
H 5.603 3.052 -2.566 -0.1 0.1 -0.1
C 3.968 1.995 -1.774 -0.1 -0.4 0.3
C 3.974 2.252 -0.251 0.0 0.4 -0.5
O 4.294 1.394 0.554 0.2 -0.2 0.2
N 3.542 3.470 0.097 0.2 0.5 0.1
H 3.287 4.130 -0.624 0.1 -0.2 0.0
C 3.093 3.809 1.434 0.2 0.3 0.0
C 1.690 4.409 1.328 0.3 -0.5 0.3
O 1.551 5.575 0.963 0.0 0.4 -0.2
N 0.627 3.681 1.690 -0.3 0.1 0.1
C 0.520 2.252 1.964 0.3 -0.3 0.1
H 0.904 2.019 2.963 0.0 -0.1 -0.1
C -0.993 1.977 1.852 -0.2 0.1 0.1
H -1.238 1.693 0.829 0.0 0.0 -0.1
H -1.322 1.194 2.529 0.0 0.0 0.0
C -1.658 3.308 2.205 0.2 0.0 -0.6
O -1.870 3.462 3.585 0.1 0.0 0.6
H -1.084 3.159 4.055 -0.1 0.0 0.1
H -2.648 3.409 1.754 0.1 0.0 -0.1
C -0.676 4.333 1.637 -0.4 0.3 0.0
H -0.919 4.601 0.606 0.0 0.0 0.0
H -0.650 5.250 2.231 -0.1 -0.1 -0.1
C 1.253 1.438 0.903 -0.2 0.0 0.3
O 1.358 1.889 -0.234 -0.2 0.2 -0.1
N 1.750 0.230 1.193 0.2 -0.6 -0.3
C 1.759 -0.573 2.402 -0.1 0.5 0.5
H 2.112 -1.558 2.089 -0.1 0.1 -0.1
C 0.327 -0.716 2.944 0.4 -0.1 0.0
O -0.069 -0.092 3.911 0.0 0.1 0.3
N -0.492 -1.519 2.246 -0.7 -0.1 -0.2
H -1.454 -1.572 2.572 0.1 0.1 0.0
C -0.187 -2.533 1.261 -0.1 -0.1 0.2
H 0.673 -2.232 0.668 0.0 0.0 0.0
C -1.430 -2.696 0.377 0.6 0.2 -0.1
O -2.533 -2.798 0.896 -0.3 0.0 0.3
N -1.229 -2.786 -0.938 -0.1 0.0 -0.2
C -0.029 -2.412 -1.666 0.2 0.1 0.1
H 0.843 -2.970 -1.315 -0.1 0.1 -0.1
C 0.157 -0.898 -1.538 0.2 -0.2 -0.2
O -0.765 -0.208 -1.136 -0.3 0.2 0.2
N 1.320 -0.343 -1.939 0.3 0.4 -0.3
H 1.389 0.633 -1.632 -0.1 -0.1 0.0
C 2.587 -1.047 -2.039 -0.3 0.0 -0.1
O 3.102 -1.245 -0.747 0.2 0.0 0.1
H 2.975 -2.191 -0.495 -0.1 0.5 0.0
C 3.620 -0.298 -2.922 -0.1 0.3 0.3
H 3.073 0.287 -3.672 0.0 0.0 0.1
O 4.365 -1.240 -3.649 0.3 -0.4 -0.1
H 4.567 -1.998 -3.074 -0.1 0.2 -0.1
C 4.562 0.624 -2.122 -0.1 -0.2 0.0
H 5.460 0.752 -2.728 0.0 0.0 0.0
H 4.844 0.116 -1.198 0.1 0.0 -0.1
H 2.405 -2.010 -2.531 0.0 0.1 0.1
C -0.335 -2.805 -3.130 -0.2 0.6 0.0
O 0.117 -4.082 -3.443 0.0 -0.5 0.1
H -0.051 -4.678 -2.690 0.1 0.0 0.0
H 0.165 -2.130 -3.834 -0.1 0.0 0.1
C -1.872 -2.632 -3.203 0.2 -0.2 0.0
C -2.505 -3.403 -4.350 0.1 0.2 0.2
H -2.163 -3.005 -5.302 0.0 0.0 -0.2
H -3.588 -3.327 -4.304 -0.1 0.0 -0.1
H -2.217 -4.450 -4.295 0.0 -0.1 0.0
H -2.080 -1.563 -3.310 0.0 0.0 0.1
C -2.337 -3.094 -1.827 -0.3 0.0 0.0
H -2.506 -4.177 -1.811 -0.1 0.0 0.0
H -3.239 -2.587 -1.479 0.0 -0.1 -0.1
C 0.158 -3.865 2.006 -0.6 -0.2 -0.1
O 1.546 -3.957 2.199 0.4 0.0 0.0
H 1.982 -3.938 1.315 -0.1 0.0 0.4
C -0.430 -5.151 1.381 0.2 0.2 -0.1
C 0.288 -5.575 0.108 -0.3 -0.4 0.7
O -0.192 -5.391 -0.999 -0.1 0.0 -0.5
N 1.444 -6.221 0.319 0.2 -0.3 0.0
H 2.130 -6.280 -0.435 -0.3 -0.1 0.1
H 1.833 -6.206 1.249 -0.1 0.0 0.0
H -0.323 -5.949 2.119 0.0 0.0 0.0
H -1.489 -4.999 1.179 0.1 -0.1 0.0
H -0.269 -3.782 3.015 0.0 0.0 -0.3
C 2.736 -0.050 3.498 -0.1 -0.5 0.6
O 3.376 1.135 3.138 0.4 0.1 -0.2
H 3.840 1.012 2.282 -0.2 0.2 0.1
H 2.147 0.185 4.395 0.1 -0.2 -0.2
C 3.757 -1.164 3.906 0.1 0.7 -0.1
C 4.607 -1.578 2.722 0.0 -0.2 0.2
C 5.576 -0.719 2.213 0.0 -0.2 -0.1
C 6.250 -1.028 1.049 0.0 -0.2 -0.1
C 5.990 -2.209 0.358 0.0 -0.1 0.2
C 5.107 -3.127 0.939 0.4 1.1 0.6
C 4.418 -2.803 2.094 0.2 0.0 0.0
H 3.762 -3.549 2.512 -0.1 0.0 0.0
O 4.910 -4.373 0.364 -0.1 -0.3 -0.4
S 3.846 -4.320 -0.832 -0.3 -1.1 -0.5
O 2.644 -3.706 -0.242 0.1 0.0 -0.1
O 4.422 -3.484 -1.862 0.1 -0.1 -0.1
O 3.648 -5.689 -1.197 0.4 -0.1 -0.1
O 6.615 -2.452 -0.815 0.1 -0.1 0.0
H 6.025 -3.024 -1.351 0.3 0.2 0.1
H 6.973 -0.345 0.634 0.1 0.1 -0.1
H 5.801 0.205 2.721 0.0 0.1 0.1
H 4.402 -0.721 4.674 -0.1 0.0 -0.2
O 3.099 -2.225 4.546 -0.3 -0.3 0.0
H 2.553 -2.704 3.908 0.0 -0.1 0.0
H 2.314 -0.173 0.434 -0.2 0.1 0.1
H 3.097 2.910 2.049 -0.1 0.1 -0.1
C 4.041 4.855 2.079 -0.1 -0.5 0.4
C 5.411 4.239 2.335 -0.4 0.3 -0.1
H 5.839 3.896 1.398 0.1 -0.1 -0.1
H 5.316 3.399 3.017 0.0 -0.1 0.1
H 6.069 4.989 2.764 0.1 0.1 0.1
O 4.191 5.984 1.261 0.1 0.3 -0.3
H 3.289 6.252 1.001 0.1 0.0 0.1
H 3.590 5.147 3.045 0.1 -0.1 -0.1
H 2.903 2.005 -2.020 0.2 0.0 0.1
H 2.137 2.384 -4.257 0.0 -0.1 0.0
H -0.249 2.277 -3.662 -0.1 -0.1 0.0
H -1.605 1.624 -1.679 0.1 -0.3 0.1
H -3.023 0.255 -0.450 0.2 -0.1 0.0
H -4.642 -1.175 0.718 0.1 -0.2 0.0
H -8.116 0.839 2.610 0.1 -0.1 0.0
H -8.476 -0.893 2.763 0.0 0.1 0.0
H -10.139 0.357 1.338 0.0 0.1 0.0
H -8.848 0.698 0.178 -0.1 0.1 0.0
H -9.819 -2.074 0.991 0.0 -0.1 0.0
H -8.452 -1.756 -0.077 0.0 -0.1 0.0
H -11.329 -0.874 -0.594 0.0 0.1 0.0
H -9.960 -0.580 -1.667 0.0 0.1 0.0
H -9.646 -3.041 -1.940 0.1 -0.1 -0.1
H -11.266 -2.545 -2.434 -0.1 -0.1 -0.1
H -11.021 -3.335 -0.875 0.0 -0.1 0.0